{"formula": "C19H18CrF6N4O6S2", "method": "ωB97M-V with the def2-TZVPD basis set", "elements": ["Cr", "C", "C", "N", "N", "C", "O", "C", "C", "C", "C", "C", "C", "C", "C", "C", "C", "C", "N", "H", "H", "H", "H", "H", "H", "H", "H", "H", "H", "H", "H", "F", "C", "F", "F", "S", "O", "O", "N", "S", "O", "O", "C", "F", "F", "F", "C", "C", "C", "O", "H", "H", "H", "H", "H", "H"], "coordinates": [[-0.25644, 0.18155, -0.69660], [1.79631, 3.88530, -0.49436], [1.00037, 2.68332, -0.84647], [0.66212, 1.76410, -0.02860], [0.72488, 1.85454, 1.35331], [-0.34317, 1.21291, 1.76365], [-1.18049, 0.61862, 0.93758], [-0.62723, 1.10703, 3.20586], [0.26775, 1.62555, 4.14082], [0.00367, 1.48739, 5.49237], [-1.15090, 0.83690, 5.91329], [-2.04514, 0.32391, 4.98412], [-1.78495, 0.45833, 3.62893], [0.30606, 2.52039, -2.15626], [0.53564, 3.30793, -3.25383], [-0.31149, 3.18171, -4.35584], [-1.36487, 2.29666, -4.30261], [-1.52951, 1.51697, -3.16372], [-0.71208, 1.61640, -2.12141], [1.90883, 3.95066, 0.58409], [1.32837, 4.79372, -0.87302], [2.78702, 3.80200, -0.94903], [1.16195, 2.12849, 3.79905], [0.69504, 1.88979, 6.22046], [-1.35656, 0.73590, 6.97086], [-2.94790, -0.17174, 5.31478], [-2.48110, 0.08014, 2.89369], [1.35008, 4.01876, -3.25118], [-0.14835, 3.78731, -5.23731], [-2.05557, 2.18726, -5.12580], [-2.32606, 0.79185, -3.08982], [1.96765, -3.23426, -0.82569], [2.62901, -2.50795, -1.72071], [3.36659, -1.60235, -1.09123], [3.39857, -3.29818, -2.44113], [1.46187, -1.62590, -2.87425], [1.07131, -0.36996, -2.18883], [2.18605, -1.44901, -4.07990], [0.24187, -2.61107, -2.95520], [-1.22142, -2.11239, -2.69169], [-1.36059, -1.43441, -1.37167], [-1.87164, -1.46135, -3.78388], [-2.05964, -3.72349, -2.40457], [-1.94351, -4.46626, -3.48648], [-3.33376, -3.46109, -2.15208], [-1.52101, -4.34765, -1.36703], [-0.71800, -2.55853, 1.52821], [0.59759, -1.87201, 1.40202], [1.69289, -2.20067, 2.34876], [0.81508, -1.05003, 0.50711], [-0.79483, -3.10918, 2.46175], [-0.81049, -3.25473, 0.68993], [-1.52650, -1.83377, 1.43953], [1.88230, -3.27709, 2.32452], [1.34798, -1.96648, 3.36009], [2.59635, -1.64587, 2.11542]], "lowdin_spin": [2.907, 0.005, 0.039, -0.052, 0.003, -0.001, 0.009, -0.002, -0.001, 0.000, 0.000, 0.000, 0.000, 0.004, 0.006, 0.008, 0.004, 0.010, -0.013, 0.000, 0.001, 0.002, 0.000, 0.000, 0.000, 0.000, 0.000, 0.000, 0.000, 0.000, 0.000, 0.000, 0.000, 0.000, 0.000, 0.004, 0.018, -0.001, 0.003, 0.003, 0.028, 0.001, -0.001, 0.000, 0.000, 0.000, 0.001, 0.007, 0.000, 0.004, 0.000, 0.000, 0.000, 0.000, 0.000, 0.000], "total_charge": 1, "spin_multiplicity": 4, "e_tot_ha": -3845.1901, "s_squared": 3.782, "orbital_gap_ha": [0.2912, 0.2737]}

=====

{"formula": "C23H44IN6O2", "method": "ωB97M-V with the def2-TZVPD basis set", "elements": ["C", "C", "C", "C", "C", "C", "C", "C", "C", "N", "C", "N", "C", "C", "N", "N", "N", "N", "C", "C", "C", "C", "C", "I", "H", "H", "H", "H", "H", "H", "H", "H", "H", "H", "H", "H", "H", "H", "H", "H", "H", "H", "H", "H", "H", "H", "H", "H", "H", "H", "H", "H", "H", "H", "H", "H", "H", "H", "H", "H", "H", "H", "H", "H", "C", "C", "C", "O", "C", "C", "C", "O", "H", "H", "H", "H"], "coordinates": [[3.91772, 0.60515, 1.89048], [4.99852, -0.21794, 1.15974], [5.56689, 0.44525, -0.08923], [4.63694, 0.47763, -1.31999], [4.22397, 1.89182, -1.76919], [2.96374, 1.93583, -2.64536], [1.58348, 2.06016, -1.95202], [1.58613, 1.67941, -0.47476], [0.21152, 1.77746, 0.22871], [-0.90873, 2.03740, -0.71905], [-2.14204, 1.65592, -0.22480], [-2.47545, 0.40013, -0.32468], [-1.63421, -0.63409, -0.90718], [-2.42158, -1.92860, -1.22683], [-3.03830, -1.79556, -2.53566], [-3.44124, -2.29647, -0.24507], [-1.38381, -2.94691, -1.28252], [-2.95551, 2.60413, 0.35358], [-4.00533, 2.10074, 1.26010], [-3.44338, 1.43904, 2.50184], [-3.42133, 3.65954, -0.59677], [-2.94883, 5.05918, -0.14698], [-1.94362, 5.69136, -1.12504], [-0.32868, 6.64692, -0.12042], [3.92495, 1.64484, 1.57012], [4.04837, 0.56774, 2.96949], [2.93168, 0.18096, 1.69482], [5.82294, -0.37363, 1.85546], [4.59593, -1.19984, 0.91091], [6.46472, -0.11237, -0.35907], [5.90591, 1.45670, 0.14253], [3.76859, -0.17143, -1.19333], [5.20085, 0.04842, -2.14895], [5.03830, 2.24660, -2.40342], [4.18913, 2.58507, -0.92842], [2.95454, 1.00542, -3.21797], [3.07471, 2.73419, -3.37570], [0.87843, 1.45105, -2.51395], [1.28159, 3.10955, -2.02127], [2.23468, 2.39065, 0.03060], [2.00051, 0.68335, -0.35277], [0.24424, 2.59328, 0.94860], [0.00617, 0.83781, 0.73519], [-0.93175, 3.00761, -1.00346], [-3.37000, 0.10451, 0.03719], [-1.15558, -0.28018, -1.81281], [-0.84057, -0.88013, -0.19836], [-4.00488, -2.09231, -2.52691], [-2.54196, -2.39845, -3.17624], [-3.09236, -2.24593, 0.70378], [-4.29043, -1.74927, -0.33519], [-1.84710, -3.84920, -1.29242], [-0.84630, -2.93496, -0.42011], [-4.61060, 2.95873, 1.54532], [-4.69685, 1.43805, 0.72140], [-2.73129, 2.08533, 3.00765], [-4.26830, 1.26871, 3.19380], [-3.00377, 0.46231, 2.30779], [-2.99707, 3.44281, -1.57582], [-4.50553, 3.61186, -0.64510], [-3.78730, 5.72706, 0.03474], [-2.45807, 4.92724, 0.81534], [-1.50831, 4.93706, -1.77554], [-2.44363, 6.40712, -1.77034], [-1.04262, -7.21578, 1.63350], [-1.00833, -5.93472, 1.27854], [0.21610, -5.12021, 1.46220], [0.24852, -3.94635, 1.13903], [1.40194, -5.77936, 2.05423], [1.37162, -7.06070, 2.41038], [0.14694, -7.88215, 2.22777], [0.11542, -9.04648, 2.54886], [-1.92454, -7.83135, 1.51086], [-1.86453, -5.43043, 0.84662], [2.28256, -5.16203, 2.17663], [2.22544, -7.56426, 2.84489]], "mulliken_charge": [-0.750, -0.606, -0.964, -0.514, -0.859, -1.086, -0.268, 0.423, -1.128, 0.211, -0.628, 0.288, -1.195, 1.048, -0.609, -0.689, -0.685, 0.525, -0.926, -1.205, -1.117, -0.622, -0.969, 0.052, 0.194, 0.442, 0.051, 0.354, 0.337, 0.353, 0.436, 0.432, 0.396, 0.464, 0.426, 0.370, 0.395, 0.008, 0.309, 0.163, -0.084, 0.416, 0.397, 0.270, 0.315, 0.212, 0.310, 0.262, 0.306, 0.253, 0.235, 0.325, 0.165, 0.587, 0.442, 0.329, 0.427, 0.242, 0.602, 0.561, 0.410, 0.427, 0.303, 0.496, -0.386, -0.252, 0.519, -0.521, -0.441, -0.376, 0.255, -0.514, 0.434, 0.368, 0.440, 0.408], "total_charge": 1, "spin_multiplicity": 1, "e_tot_ha": -1679.2232, "orbital_gap_ha": 0.3106}

=====

{"formula": "C4H4O3", "method": "ωB97M-V with the def2-TZVPD basis set", "elements": ["O", "C", "C", "C", "O", "C", "O", "H", "H", "H", "H"], "coordinates": [[-1.23938, -1.74671, -1.27795], [-0.77681, -0.63360, -1.37415], [-0.23133, 0.05597, -0.20084], [0.06573, -0.50348, 1.16489], [1.07974, 0.52131, 1.30216], [0.58391, 1.23380, 0.15732], [1.12532, 0.73105, -0.95039], [-0.58199, -0.11674, -2.32227], [-0.72630, -0.26922, 1.90482], [0.34586, -1.55392, 1.27897], [0.35526, 2.28155, 0.31744]], "mulliken_charge": [-0.475, -0.078, 0.093, -0.223, -0.387, 0.297, -0.443, 0.348, 0.208, 0.275, 0.385], "total_charge": 0, "spin_multiplicity": 1, "e_tot_ha": -380.3903, "orbital_gap_ha": 0.3767}

=====

{"formula": "C6H11NO", "method": "ωB97M-V with the def2-TZVPD basis set", "elements": ["C", "C", "C", "C", "C", "C", "N", "O", "H", "H", "H", "H", "H", "H", "H", "H", "H", "H", "H"], "coordinates": [[-1.48763, 0.21485, 0.74048], [0.61334, -0.49736, -0.53499], [1.36836, -0.67269, 0.65722], [-0.41704, 0.58558, -0.05001], [-0.20542, -1.69742, -1.11629], [0.00567, 2.01025, -0.19199], [-1.70091, -1.01420, 1.24371], [2.53866, 0.01264, 0.88463], [-2.05928, 1.14192, 0.88736], [1.27402, -0.09324, -1.43319], [0.98029, -1.12723, 1.55726], [-0.51643, -1.56654, -2.14055], [-1.09645, -1.82347, -0.51319], [0.38403, -2.59914, -1.14141], [0.92733, 2.47273, 0.21282], [-0.81656, 2.65137, 0.14194], [-0.06165, 2.45030, -1.30113], [-2.48264, -1.09173, 1.89013], [2.75232, 0.64337, 0.20722]], "lowdin_spin": [0.065, 0.114, 0.595, 0.416, 0.034, 0.064, 0.423, 0.192, -0.002, 0.004, 0.030, 0.002, 0.002, 0.003, 0.014, 0.001, 0.026, 0.014, 0.003], "total_charge": 0, "spin_multiplicity": 3, "e_tot_ha": -365.0374, "s_squared": 2.031, "orbital_gap_ha": [0.2582, 0.3184]}